Record 1
C4H6N2OS | ωB97M-V with the def2-TZVPD basis set

Last columns: bonded neighbours and bond lengths (Å).
Element x y z (Å)
1 C 0.51 0.67 -0.11  C2 1.496, C4 1.474, N5 1.283
2 C 0.42 -0.80 0.09  C1 1.496, C3 1.586, O7 1.408, H9 0.994
3 C -1.04 -1.36 0.35  C2 1.586, N6 1.390, O7 1.393, H10 1.102
4 C 1.82 1.34 -0.23  C1 1.474, H11 1.174, H12 1.177, H13 1.112
5 N -0.56 1.37 -0.26  C1 1.283, S8 1.608
6 N -2.17 -0.62 0.01  C3 1.390, S8 1.703, H14 0.986
7 O -0.23 -1.78 -0.69  C2 1.408, C3 1.393
8 S -2.12 1.08 0.01  N5 1.608, N6 1.703
9 H 1.13 -1.20 0.66  C2 0.994
10 H -1.22 -2.11 1.14  C3 1.102
11 H 2.47 1.15 0.73  C4 1.174
12 H 1.54 2.45 -0.51  C4 1.177
13 H 2.50 0.80 -0.92  C4 1.112
14 H -3.05 -0.98 -0.27  N6 0.986

Calculated values
SMILES: CC1=NSN[C@H]2O[C@@H]12
Calculated total energy, Ha: -738.8392
ΔE to the lowest compared entry with this formula, charge and spin, kcal per mole: 103.9
HOMO level, Eh: -0.2869
M, g mol⁻¹: 130.17

Need the Löwdin charges? In units of e they are: number 1, C, carries -0.3999; number 2, C, carries -0.1424; number 3, C, carries -0.3342; number 4, C, carries -0.0603; number 5, N, carries -0.3193; number 6, N, carries -0.3028; number 7, O, carries 0.0176; number 8, S, carries 0.9219; number 9, H, carries 0.0934; number 10, H, carries 0.1490; number 11, H, carries 0.1122; number 12, H, carries 0.1219; number 13, H, carries 0.0794; number 14, H, carries 0.0635

***

Record 2
C4H6N2OS | ωB97M-V with the def2-TZVPD basis set

Last columns: bonded neighbours and bond lengths (Å).
Element x y z (Å)
1 C 0.51 0.67 -0.27  C3 1.420, C4 1.516
2 C -0.23 -1.00 1.00  N6 1.261, S8 1.668
3 C 0.47 -0.06 -1.49  C1 1.420, N5 1.360, O7 1.238
4 C -0.12 2.04 -0.15  C1 1.516, H9 1.168, H10 1.065, H11 1.154
5 N 0.14 -1.38 -1.41  C3 1.360, S8 1.632, H12 1.053
6 N -0.35 -1.16 2.24  C2 1.261, H13 1.070, H14 1.051
7 O 0.95 0.39 -2.54  C3 1.238
8 S -0.30 -2.25 -0.10  C2 1.668, N5 1.632
9 H 0.70 2.86 -0.19  C4 1.168
10 H -0.72 2.16 0.72  C4 1.065
11 H -0.78 2.06 -1.10  C4 1.154
12 H 0.04 -1.90 -2.32  N5 1.053
13 H -0.08 -0.35 2.88  N6 1.070
14 H -0.25 -2.08 2.74  N6 1.051

Calculated values
Calculated total energy, Ha: -738.7788
ΔE to the lowest compared entry with this formula, charge and spin, kcal per mole: 141.8
HOMO level, Eh: -0.2709
M, g mol⁻¹: 130.17

Need the Löwdin charges? In units of e they are: number 1, C, carries -0.0142; number 2, C, carries -0.5147; number 3, C, carries -0.6917; number 4, C, carries -0.1273; number 5, N, carries -0.3242; number 6, N, carries 0.0052; number 7, O, carries 0.0029; number 8, S, carries 0.9950; number 9, H, carries 0.1058; number 10, H, carries 0.0418; number 11, H, carries 0.0960; number 12, H, carries 0.1354; number 13, H, carries 0.1558; number 14, H, carries 0.1342

***

Record 3
C4H6N2OS | ωB97M-V with the def2-TZVPD basis set

Last columns: bonded neighbours and bond lengths (Å).
Element x y z (Å)
1 C 1.06 2.05 -0.01  C2 1.513, H5 1.110, H6 1.133, H7 1.077
2 C 0.38 0.70 0.03  C1 1.513, C4 1.339, N11 1.375
3 C -1.27 -0.53 0.03  N11 1.273, N12 1.382, O13 1.389
4 C 0.86 -0.55 -0.05  C2 1.339, O13 1.395, S14 1.788
5 H 0.49 2.59 0.77  C1 1.110
6 H 0.79 2.50 -1.02  C1 1.133
7 H 2.12 2.04 0.18  C1 1.077
8 H -2.05 -2.18 -0.42  N12 1.089
9 H -3.29 -0.82 -0.38  N12 1.095
10 H 2.08 -2.45 1.03  S14 1.626
11 N -0.99 0.70 -0.05  C2 1.375, C3 1.273
12 N -2.43 -1.29 0.09  C3 1.382, H8 1.089, H9 1.095
13 O -0.22 -1.42 -0.13  C3 1.389, C4 1.395
14 S 2.47 -1.33 -0.08  C4 1.788, H10 1.626

Calculated values
SMILES: Cc1nc(N)oc1S
Calculated total energy, Ha: -738.9063
ΔE to the lowest compared entry with this formula, charge and spin, kcal per mole: 61.7
HOMO level, Eh: -0.3003
M, g mol⁻¹: 130.17

Need the Löwdin charges? In units of e they are: number 1, C, carries -0.0278; number 2, C, carries -0.3752; number 3, C, carries -0.4802; number 4, C, carries -0.6591; number 5, H, carries 0.0842; number 6, H, carries 0.1015; number 7, H, carries 0.0636; number 8, H, carries 0.1445; number 9, H, carries 0.1495; number 10, H, carries 0.0216; number 11, N, carries 0.1757; number 12, N, carries 0.1097; number 13, O, carries -0.0159; number 14, S, carries 0.7079

***

Record 4
C4H6N2S | ωB97M-V with the def2-TZVPD basis set

Last columns: bonded neighbours and bond lengths (Å).
Element x y z (Å)
1 C 0.22 0.70 0.30  C2 1.361, N5 1.297, H8 1.124
2 C 1.09 -0.32 0.08  C1 1.361, C4 1.479, S7 1.703
3 C -2.07 -0.06 0.30  N5 1.203, N6 1.323
4 C 2.53 0.03 0.02  C2 1.479, H9 1.005, H10 1.130, H11 1.109
5 N -1.08 0.62 0.33  C1 1.297, C3 1.203
6 N -3.24 -0.22 -0.30  C3 1.323, H12 1.099, H13 1.008
7 S 0.50 -1.91 -0.10  C2 1.703
8 H 0.62 1.73 0.51  C1 1.124
9 H 2.91 -0.32 -0.84  C4 1.005
10 H 2.41 1.15 -0.01  C4 1.130
11 H 3.24 -0.36 0.78  C4 1.109
12 H -3.27 -0.34 -1.39  N6 1.099
13 H -3.88 -0.70 0.31  N6 1.008

Calculated values
Calculated total energy, Ha: -663.6104
ΔE to the lowest compared entry with this formula, charge and spin, kcal per mole: 74.1
HOMO level (alpha / beta), Eh: -0.2802 / -0.2802
M, g mol⁻¹: 114.17

Need the Löwdin charges? In units of e they are: number 1, C, carries -0.2695; number 2, C, carries -0.8063; number 3, C, carries -0.1747; number 4, C, carries -0.1188; number 5, N, carries 0.0800; number 6, N, carries 0.1066; number 7, S, carries 0.5707; number 8, H, carries 0.1254; number 9, H, carries 0.0264; number 10, H, carries 0.0855; number 11, H, carries 0.1019; number 12, H, carries 0.1773; number 13, H, carries 0.0955

***

Record 5
C4H6N2S | ωB97M-V with the def2-TZVPD basis set

Last columns: bonded neighbours and bond lengths (Å).
Element x y z (Å)
1 C 0.43 -1.20 1.32  C2 1.568, H5 1.054, H6 1.093, H7 1.094
2 C -0.43 0.10 1.21  C1 1.568, N11 1.378, S13 1.689
3 C 0.16 0.25 -1.23  C4 1.418, H9 1.143, H10 1.089, N11 1.513
4 C -0.26 1.00 -2.36  C3 1.418, N12 1.187
5 H 0.17 -1.76 0.47  C1 1.054
6 H 0.27 -1.72 2.27  C1 1.093
7 H 1.51 -1.07 1.19  C1 1.094
8 H -1.03 1.58 0.08  N11 0.993
9 H 1.30 0.31 -1.17  C3 1.143
10 H -0.29 -0.73 -1.10  C3 1.089
11 N -0.34 0.86 0.06  C2 1.378, C3 1.513, H8 0.993
12 N -0.27 1.69 -3.32  C4 1.187
13 S -1.24 0.69 2.57  C2 1.689

Calculated values
SMILES: CC(=S)NCC#N
Calculated total energy, Ha: -663.6659
ΔE to the lowest compared entry with this formula, charge and spin, kcal per mole: 39.3
HOMO level, Eh: -0.3180
M, g mol⁻¹: 114.17

Need the Löwdin charges? In units of e they are: number 1, C, carries -0.0949; number 2, C, carries -0.8212; number 3, C, carries -0.1638; number 4, C, carries -0.1977; number 5, H, carries 0.0351; number 6, H, carries 0.0719; number 7, H, carries 0.0859; number 8, H, carries 0.0944; number 9, H, carries 0.1631; number 10, H, carries 0.1111; number 11, N, carries -0.0359; number 12, N, carries 0.1637; number 13, S, carries 0.5884

***

Record 6
C4H6N2S | ωB97M-V with the def2-TZVPD basis set

Last columns: bonded neighbours and bond lengths (Å).
Element x y z (Å)
1 C 1.78 0.11 0.26  C4 1.497, N5 1.266, H8 1.084
2 C -0.58 -0.99 0.21  C3 1.301, S7 1.784
3 C -1.18 -2.08 -0.16  C2 1.301, H9 1.109, H10 1.097
4 C 0.92 0.97 -0.61  C1 1.497, S7 1.882, H11 1.186, H12 1.153
5 N 1.47 -1.08 0.57  C1 1.266
6 N -0.95 1.63 1.04  S7 1.556, H13 1.049
7 S -0.91 0.71 -0.22  C2 1.784, C4 1.882, N6 1.556
8 H 2.79 0.44 0.50  C1 1.084
9 H -2.16 -2.36 -0.58  C3 1.109
10 H -0.55 -2.96 0.05  C3 1.097
11 H 1.08 2.00 -0.05  C4 1.186
12 H 1.26 0.98 -1.71  C4 1.153
13 H -1.87 1.53 1.52  N6 1.049

Calculated values
Calculated total energy, Ha: -663.4956
ΔE to the lowest compared entry with this formula, charge and spin, kcal per mole: 146.1
HOMO level (alpha / beta), Eh: -0.3017 / -0.3017
M, g mol⁻¹: 114.17

Need the Löwdin charges? In units of e they are: number 1, C, carries -0.3451; number 2, C, carries -0.3388; number 3, C, carries -0.0421; number 4, C, carries -0.3188; number 5, N, carries 0.1283; number 6, N, carries -0.4179; number 7, S, carries 0.8581; number 8, H, carries 0.1079; number 9, H, carries 0.0795; number 10, H, carries 0.0661; number 11, H, carries 0.1081; number 12, H, carries 0.1179; number 13, H, carries -0.0032

***

Record 7
C4H6N2S | ωB97M-V with the def2-TZVPD basis set

Last columns: bonded neighbours and bond lengths (Å).
Element x y z (Å)
1 C -1.17 0.07 -0.96  N11 1.361, N12 1.370, S13 1.659
2 C 0.13 -0.70 0.80  C3 1.506, C4 1.504, H6 1.103, N11 1.437
3 C 0.86 0.59 1.08  C2 1.506, C4 1.515, H7 1.084, H8 1.088
4 C 1.03 -0.12 -0.25  C2 1.504, C3 1.515, H9 1.079, N12 1.437
5 H -2.03 -0.74 0.72  N11 1.003
6 H 0.37 -1.63 1.34  C2 1.103
7 H 0.29 1.52 1.06  C3 1.084
8 H 1.71 0.53 1.75  C3 1.088
9 H 1.97 -0.57 -0.55  C4 1.079
10 H 0.38 0.87 -2.05  N12 0.999
11 N -1.18 -0.62 0.21  C1 1.361, C2 1.437, H5 1.003
12 N 0.14 0.24 -1.32  C1 1.370, C4 1.437, H10 0.999
13 S -2.50 0.58 -1.82  C1 1.659

Calculated values
SMILES: S=C1N[C@H]2C[C@H]2N1
Calculated total energy, Ha: -663.7005
ΔE to the lowest compared entry with this formula, charge and spin, kcal per mole: 17.6
HOMO level, Eh: -0.3022
M, g mol⁻¹: 114.17

Need the Löwdin charges? In units of e they are: number 1, C, carries -0.9273; number 2, C, carries -0.2244; number 3, C, carries -0.0392; number 4, C, carries -0.2223; number 5, H, carries 0.1338; number 6, H, carries 0.1508; number 7, H, carries 0.1153; number 8, H, carries 0.1039; number 9, H, carries 0.1392; number 10, H, carries 0.1294; number 11, N, carries 0.0462; number 12, N, carries 0.0467; number 13, S, carries 0.5479

***

Record 8
C4H6N2S2 | ωB97M-V with the def2-TZVPD basis set

Last columns: bonded neighbours and bond lengths (Å).
Element x y z (Å)
1 C -1.57 -0.43 -0.03  C4 1.589, N11 1.400, N12 1.313
2 C 0.24 -2.01 -0.21  C3 1.575, H7 1.088, H8 1.062, N12 1.579
3 C 0.75 -0.66 0.42  C2 1.575, C4 1.595, H9 1.073, S13 1.915
4 C -0.31 0.51 0.17  C1 1.589, C3 1.595, S14 1.564
5 H -2.73 0.97 -0.25  N11 0.984
6 H -3.56 -0.46 -0.43  N11 1.002
7 H 0.49 -2.36 -1.21  C2 1.088
8 H 0.58 -2.79 0.42  C2 1.062
9 H 0.71 -0.70 1.49  C3 1.073
10 H 2.93 -1.20 -0.15  S13 1.350
11 N -2.88 0.06 0.09  C1 1.400, H5 0.984, H6 1.002
12 N -1.31 -1.72 -0.03  C1 1.313, C2 1.579
13 S 2.46 0.06 -0.07  C3 1.915, H10 1.350
14 S -0.19 2.05 -0.08  C4 1.564

Calculated values
SMILES: NC1=NC[C@@H](S)C1=S
Calculated total energy, Ha: -1061.8430
ΔE to the lowest compared entry with this formula, charge and spin, kcal per mole: 45.9
HOMO level, Eh: -0.3349
M, g mol⁻¹: 146.24

Need the Löwdin charges? In units of e they are: number 1, C, carries -0.4143; number 2, C, carries -0.1480; number 3, C, carries -0.5858; number 4, C, carries -0.7566; number 5, H, carries 0.0302; number 6, H, carries 0.0930; number 7, H, carries 0.1044; number 8, H, carries 0.0816; number 9, H, carries 0.0900; number 10, H, carries -0.1565; number 11, N, carries 0.1222; number 12, N, carries 0.0766; number 13, S, carries 0.6642; number 14, S, carries 0.7989